--- w ---
{"formula": "C3H4S2", "method": "ωB97M-V with the def2-TZVPD basis set", "elements": ["C", "C", "C", "S", "S", "H", "H", "H", "H"], "positions_angstrom": [[0.3098, 1.6104, -0.1458], [0.2451, 0.4313, 0.0948], [0.0651, -0.8555, 0.6341], [0.5017, -1.4074, 2.3081], [-0.4638, -2.0113, -0.3655], [0.2325, 2.4779, -0.6135], [-1.1757, -0.3614, -2.1042], [1.3279, -0.3214, 2.5872], [-1.0426, 0.4374, -2.3951]], "orbital_gap_ev": 7.92, "e_homo_ev": -9.0, "lumo_ev": -1.1}


--- x ---
{"formula": "C3H4S2", "method": "ωB97M-V with the def2-TZVPD basis set", "elements": ["C", "C", "C", "S", "H", "H", "S", "H", "H"], "positions_angstrom": [[3.5186, -1.2995, 0.2649], [2.5718, -0.6392, -0.0771], [1.3795, 0.0895, -0.3956], [0.1764, 0.0025, 0.7108], [4.3218, -1.8032, 0.7511], [1.2566, 0.5064, -1.4972], [-3.7599, 0.9420, 0.0662], [-4.6628, 1.6108, 0.7917], [-4.8019, 0.5908, -0.6148]], "orbital_gap_ev": 7.96, "e_homo_ev": -9.0, "smiles": "C#CC=S.S", "lumo_ev": -1.1}


Relative energies, kcal/mol: w 19.0; x 0.0.


--- w ---
{"formula": "C8H15O4Si", "method": "ωB97M-V with the def2-TZVPD basis set", "elements": ["C", "C", "C", "C", "C", "C", "C", "C", "O", "O", "O", "O", "Si", "H", "H", "H", "H", "H", "H", "H", "H", "H", "H", "H", "H", "H", "H", "H"], "positions_angstrom": [[1.0236, -2.4633, -0.0223], [-1.4012, 0.2328, 0.0534], [0.4143, -1.2131, 2.1881], [-3.4533, -0.4269, -1.0739], [0.1149, 2.4024, 0.3326], [2.3714, 0.9186, 0.3219], [0.7187, 0.0910, -2.0805], [0.9482, -1.3431, 0.8278], [2.2527, -2.1809, 0.6342], [0.5976, -3.3713, -0.6999], [-1.8615, 0.7346, 1.0653], [-2.0538, -0.1896, -1.0824], [0.6037, 0.5829, -0.2453], [1.0409, -0.5318, 2.6554], [-0.6024, -0.8965, 2.2588], [0.5065, -2.1112, 2.7928], [-4.0837, 0.5138, -1.5065], [-3.8034, -0.6785, -0.1212], [-3.6741, -1.2465, -1.7047], [-0.6976, 2.1060, 1.0798], [0.8451, 2.8387, 0.9533], [-0.2349, 3.0352, -0.4638], [2.2966, 1.0059, 1.3389], [3.0836, 0.1964, 0.1111], [2.9045, 1.8440, -0.1365], [1.2592, 0.8853, -2.4645], [1.1071, -0.8716, -2.4756], [-0.2228, 0.1366, -2.5361]], "total_charge": -1, "orbital_gap_ev": 6.97, "e_homo_ev": -3.6, "lumo_ev": 3.4}


--- x ---
{"formula": "C8H15O4Si", "method": "ωB97M-V with the def2-TZVPD basis set", "elements": ["C", "C", "C", "C", "C", "C", "C", "C", "O", "O", "O", "O", "Si", "H", "H", "H", "H", "H", "H", "H", "H", "H", "H", "H", "H", "H", "H", "H"], "positions_angstrom": [[-0.5816, -2.3469, -0.4271], [-1.1544, -0.2603, -1.6591], [-1.9844, -0.7175, 0.7390], [-2.4992, 1.3737, -2.8007], [0.5517, 1.0429, 1.4111], [2.2126, -1.2964, 1.7449], [2.0826, -0.0578, -1.0686], [-0.8833, -0.9298, -0.3241], [0.6714, -2.5214, -0.1546], [-1.3914, -3.1870, -0.7381], [-0.5552, -0.5492, -2.6713], [-2.2215, 0.6206, -1.6354], [0.9938, -0.6523, 0.4338], [-2.1451, 0.2911, 1.1635], [-2.8737, -1.1793, 0.1852], [-1.9833, -1.3674, 1.5420], [-1.7712, 0.8914, -3.5892], [-2.3707, 2.3922, -2.5895], [-3.5973, 1.1181, -3.1463], [-0.0233, 1.8154, 0.8080], [0.0777, 0.7513, 2.3633], [1.5235, 1.3920, 1.6920], [2.6941, -2.0877, 1.1113], [3.0384, -0.7852, 2.0307], [1.6439, -1.7261, 2.6103], [2.9431, -0.8282, -1.1716], [1.4555, -0.0135, -1.8980], [2.6652, 0.8615, -0.7806]], "total_charge": -1, "orbital_gap_ev": 7.70, "e_homo_ev": -4.3, "lumo_ev": 3.4}


Relative energies, kcal/mol: w 89.8; x 0.0.


--- w ---
{"formula": "C3H10NS", "method": "ωB97M-V with the def2-TZVPD basis set", "elements": ["C", "S", "H", "H", "H", "C", "N", "C", "H", "H", "H", "H", "H", "H", "H"], "positions_angstrom": [[-2.0844, -0.0597, -1.6742], [-2.2872, 0.7576, -0.0737], [-1.7709, 0.6321, -2.5483], [-3.1104, -0.6143, -2.0085], [-1.2090, -0.8009, -1.6774], [1.9451, -1.5937, 1.3737], [2.3839, -0.2275, 0.9836], [2.1149, 0.5689, -0.3007], [2.8257, -2.1349, 1.7023], [1.4038, -2.0466, 0.5114], [1.3174, -1.6111, 2.2872], [2.4777, 0.2894, 1.7745], [1.1817, 0.2664, -0.9307], [2.0196, 1.7453, -0.2051], [2.9186, 0.2532, -1.0034]], "total_charge": -1, "orbital_gap_ev": 5.87, "e_homo_ev": -2.1, "lumo_ev": 3.8}


--- x ---
{"formula": "C3H10NS", "method": "ωB97M-V with the def2-TZVPD basis set", "elements": ["C", "S", "H", "H", "H", "C", "N", "C", "H", "H", "H", "H", "H", "H", "H"], "positions_angstrom": [[4.0633, 1.8505, 0.6774], [2.4317, 2.1316, 1.4639], [4.7835, 1.3940, 1.3627], [4.0221, 1.1901, -0.2032], [4.4619, 2.8220, 0.3617], [-2.7631, -0.3985, 0.3901], [-2.4674, -1.0888, -0.8528], [-1.1066, -1.6173, -0.9378], [-2.9798, -1.1077, 1.1927], [-1.9538, 0.2590, 0.7279], [-3.6719, 0.1825, 0.2574], [-2.6328, -0.4338, -1.6030], [-0.6459, -1.6509, 0.0428], [-0.4432, -0.9254, -1.4875], [-1.0979, -2.6073, -1.3923]], "total_charge": -1, "orbital_gap_ev": 5.55, "e_homo_ev": -2.0, "lumo_ev": 3.5}


Relative energies, kcal/mol: w 28.3; x 0.0.


--- w ---
{"formula": "C2H3ClN2O", "method": "ωB97M-V with the def2-TZVPD basis set", "elements": ["Cl", "N", "C", "N", "C", "O", "H", "H", "H"], "positions_angstrom": [[-3.1443, 0.1112, -0.3627], [-1.5689, -0.1895, 0.9768], [-0.8945, 0.9881, 0.5674], [0.1774, 0.7461, -0.0382], [0.2932, -0.6012, -0.2074], [-0.8184, -1.1880, 0.5838], [-1.2129, 1.9963, 0.8736], [0.0850, -0.7754, -1.2044], [1.2408, -1.1856, 0.2799]], "orbital_gap_ev": 8.88, "e_homo_ev": -10.0, "smiles": "ClN1C=NCO1", "lumo_ev": -1.1}


--- x ---
{"formula": "C2H3ClN2O", "method": "ωB97M-V with the def2-TZVPD basis set", "elements": ["C", "C", "N", "N", "O", "Cl", "H", "H", "H"], "positions_angstrom": [[-0.0179, -0.3019, 1.6616], [-0.6688, 0.8441, -0.3922], [-0.3122, 0.2924, 0.6674], [2.1866, -0.8082, -0.8098], [1.4662, -0.0142, -1.3223], [1.5157, -2.4913, -1.1513], [-0.0985, -0.2426, 2.7540], [-1.5254, 0.5528, -0.9486], [-0.1302, 1.7262, -0.8041]], "orbital_gap_ev": [7.23, 7.23], "e_homo_ev": [-8.0, -8.0], "lumo_ev": [-0.7, -0.7]}


Relative energies, kcal/mol: w 0.0; x 46.5.


--- w ---
{"formula": "C7H12N3", "method": "ωB97M-V with the def2-TZVPD basis set", "elements": ["C", "C", "C", "C", "C", "C", "C", "N", "N", "N", "H", "H", "H", "H", "H", "H", "H", "H", "H", "H", "H", "H"], "positions_angstrom": [[1.4839, -0.2386, 0.9208], [1.8821, -0.0383, -0.4516], [-0.3850, 0.3750, -0.0437], [-2.5987, -0.8890, 0.3480], [-1.9355, 2.1031, 0.5101], [3.8851, -0.5798, -0.3854], [-1.3276, -0.7894, -0.5089], [0.2149, 0.0713, 1.1312], [-1.0828, 1.5616, -0.2728], [0.7778, 0.4827, -1.0317], [-2.9505, 0.1327, 0.5877], [-2.3574, -1.5390, 1.0967], [-3.4450, -1.2226, -0.2324], [-2.1386, 1.8792, 1.6520], [-2.5127, 2.8581, 0.0758], [2.0743, -0.5782, 1.7329], [3.8978, -1.6812, -0.2034], [4.0410, -0.0519, 0.5511], [4.1690, -0.3909, -1.4634], [-1.6103, -0.5934, -1.5426], [-0.8317, -1.7222, -0.4951], [0.7497, 0.8511, -1.9753]], "total_charge": 1, "orbital_gap_ev": 8.59, "e_homo_ev": -13.9, "lumo_ev": -5.3}


--- x ---
{"formula": "C7H12N3", "method": "ωB97M-V with the def2-TZVPD basis set", "elements": ["C", "C", "C", "C", "C", "C", "C", "N", "N", "N", "H", "H", "H", "H", "H", "H", "H", "H", "H", "H", "H", "H"], "positions_angstrom": [[1.2558, 0.2299, -0.0852], [-2.3667, -0.7027, -1.1178], [0.1458, 0.0875, 0.8659], [-0.5489, -0.3399, -0.4639], [-3.6606, -1.1468, -1.7457], [2.9142, 1.1041, 1.4373], [2.6763, 0.3868, 0.1024], [0.7335, -0.3164, -1.1327], [-1.6532, 0.4494, -1.1276], [-1.4519, -1.4942, -0.5174], [0.1282, -0.7259, 1.5389], [-0.3288, 0.7943, 1.3808], [-3.9904, -0.2479, -2.3814], [-4.5653, -1.4149, -1.0087], [-3.4634, -2.0331, -2.4887], [2.8123, 2.1687, 1.2943], [3.9655, 1.1046, 1.7981], [2.3787, 0.5741, 2.1949], [3.1247, -0.5948, 0.1534], [3.2430, 0.7738, -0.6452], [-1.7332, 1.1062, -1.8504], [-1.6561, -2.2252, 0.1673]], "total_charge": 1, "orbital_gap_ev": 10.59, "e_homo_ev": -14.4, "lumo_ev": -3.8}


Relative energies, kcal/mol: w 44.8; x 0.0.


--- w ---
{"formula": "C7H12N3", "method": "ωB97M-V with the def2-TZVPD basis set", "elements": ["C", "C", "C", "C", "C", "C", "C", "N", "N", "N", "H", "H", "H", "H", "H", "H", "H", "H", "H", "H", "H", "H"], "positions_angstrom": [[1.6595, 0.2754, 1.2923], [0.8409, -0.0911, 2.3920], [1.2189, 0.5888, 0.0921], [-0.3981, -1.5685, -0.7490], [-1.5109, -1.2048, 0.2381], [0.0547, -0.3964, -1.6457], [0.2541, 2.1455, -1.4635], [-0.4779, -0.3766, 2.3594], [-1.4326, -0.6842, 1.5449], [0.5610, 0.8124, -0.9084], [2.6830, 0.3273, 1.3905], [1.2382, 0.0864, 3.3997], [0.4076, -1.9417, -0.1659], [-0.6768, -2.2792, -1.5801], [-2.1822, -0.4954, -0.1577], [-2.0692, -2.1569, 0.1787], [0.8019, -0.5920, -2.4409], [-0.7697, 0.0307, -2.1020], [0.6705, 2.2805, -2.4609], [-0.8160, 2.3074, -1.5825], [0.7711, 2.9988, -0.9158], [-0.8278, -0.0664, 3.2847]], "total_charge": 1, "orbital_gap_ev": [7.46, 7.46], "e_homo_ev": [-11.6, -11.6], "lumo_ev": [-4.1, -4.1]}


--- x ---
{"formula": "C7H12N3", "method": "ωB97M-V with the def2-TZVPD basis set", "elements": ["C", "N", "C", "C", "N", "C", "C", "N", "C", "C", "H", "H", "H", "H", "H", "H", "H", "H", "H", "H", "H", "H"], "positions_angstrom": [[1.9165, 0.7948, 0.7610], [0.9502, 0.0850, -0.0104], [0.1234, 1.0981, -0.7350], [-1.0877, 1.5996, -0.0035], [-2.3333, 1.1712, 0.2012], [-2.7606, -0.1060, 0.0094], [-1.7590, -1.0302, 0.0424], [-0.7941, -1.6033, 0.4142], [0.4571, -2.1397, 0.1671], [1.3122, -1.1721, -0.6298], [1.4417, 1.5017, 1.3798], [2.3429, 0.0420, 1.3737], [2.6440, 1.2259, 0.1753], [-0.2204, 0.6778, -1.6935], [0.7405, 2.0221, -0.8933], [-1.0450, 2.6374, 0.4232], [-3.1129, 1.7859, 0.3476], [-3.8744, -0.3366, -0.1733], [0.4859, -3.1305, -0.2733], [0.9780, -2.3522, 1.1523], [2.4013, -1.5893, -0.2997], [1.1936, -1.1817, -1.7356]], "total_charge": 1, "orbital_gap_ev": [7.81, 7.81], "e_homo_ev": [-12.3, -12.3], "smiles": "CN1C/C=[NH+]\\C=C=NCC1", "lumo_ev": [-4.5, -4.5]}


Relative energies, kcal/mol: w 29.0; x 0.0.